No. 1
{
  "formula": "C36H79BN3O16PS",
  "method": "ωB97M-V with the def2-TZVPD basis set",
  "symbols": ["C", "C", "C", "C", "C", "N", "C", "C", "N", "C", "S", "C", "C", "B", "O", "N", "C", "C", "P", "O", "O", "O", "H", "H", "H", "H", "H", "H", "H", "H", "H", "H", "H", "H", "H", "H", "H", "H", "H", "H", "H", "C", "O", "C", "C", "O", "C", "H", "H", "H", "H", "H", "H", "H", "H", "H", "H", "C", "O", "C", "C", "O", "C", "H", "H", "H", "H", "H", "H", "H", "H", "H", "H", "C", "O", "C", "C", "O", "C", "H", "H", "H", "H", "H", "H", "H", "H", "H", "H", "C", "O", "C", "C", "O", "C", "H", "H", "H", "H", "H", "H", "H", "H", "H", "H", "C", "O", "C", "C", "O", "C", "H", "H", "H", "H", "H", "H", "H", "H", "H", "H", "C", "O", "C", "C", "O", "C", "H", "H", "H", "H", "H", "H", "H", "H", "H", "H"],
  "xyz": [[-0.4922, 4.1477, 0.4465], [-0.9588, 3.0962, 1.1086], [-1.2482, 1.6441, 1.7062], [0.0771, 0.6833, 1.8412], [-0.5531, -0.8323, 1.7974], [-0.9838, -1.9782, 1.7767], [0.8039, 0.8048, 3.2812], [1.0514, 2.3810, 3.6448], [1.1191, 3.5996, 3.7856], [-0.1808, 0.2708, 4.4966], [0.2594, -1.4095, 5.1445], [-1.2273, -2.4180, 5.6027], [-2.6601, -1.7295, 5.3381], [2.2211, -0.0320, 3.4149], [2.4327, -1.3064, 2.7138], [3.3798, 0.3771, 4.2773], [3.0419, 0.6032, 5.7043], [4.2573, 1.4174, 3.6670], [1.2400, 0.7723, 0.3377], [2.4248, 1.7699, 0.5577], [0.4450, 1.3601, -1.1016], [1.8311, -0.7923, -0.1600], [-0.1839, 4.9687, -0.3176], [-1.8135, 1.7852, 2.6957], [-1.9905, 1.1098, 0.9772], [-1.2856, 0.3402, 4.1889], [-0.0527, 1.0161, 5.3878], [-1.2008, -3.3891, 4.9606], [-1.1144, -2.7321, 6.7032], [-3.5398, -2.4472, 5.6040], [-2.7193, -0.7350, 5.9131], [-2.7527, -1.5393, 4.1908], [3.2455, -1.7427, 3.0680], [3.9605, 1.0174, 6.2807], [2.1192, 1.2543, 5.9211], [2.8243, -0.4373, 6.1886], [4.0094, 2.4359, 4.1472], [5.3620, 1.1839, 3.9592], [4.2158, 1.4082, 2.5169], [-0.1271, 0.5821, -1.3687], [1.0614, -1.1531, -0.6924], [-2.7453, 1.5782, -1.8465], [-3.7702, 1.2674, -0.9098], [-4.3915, 2.4392, -0.3785], [-5.7590, 2.6751, -1.0146], [-5.6337, 3.0398, -2.3887], [-5.9415, 1.9612, -3.2614], [-2.4387, 0.6515, -2.3381], [-3.0945, 2.2771, -2.6097], [-1.8812, 1.9995, -1.3241], [-3.7456, 3.3155, -0.5000], [-4.5279, 2.2672, 0.6943], [-6.2423, 3.5159, -0.5056], [-6.4030, 1.7967, -0.8978], [-7.0179, 1.7657, -3.2446], [-5.3940, 1.0530, -2.9931], [-5.6564, 2.2510, -4.2753], [-2.2718, -1.7003, -4.1114], [-1.2427, -0.8462, -4.5935], [0.0372, -1.4810, -4.5839], [0.4504, -1.9124, -5.9880], [-0.3713, -2.9788, -6.4646], [-1.3417, -2.5312, -7.4019], [-3.2334, -1.2215, -4.3089], [-2.2576, -2.6715, -4.6112], [-2.1643, -1.8363, -3.0303], [0.0484, -2.3314, -3.8926], [0.7558, -0.7400, -4.2190], [1.4762, -2.2947, -5.9496], [0.4342, -1.0637, -6.6797], [-0.8535, -2.2702, -8.3455], [-1.9050, -1.6730, -7.0244], [-2.0405, -3.3503, -7.5867], [3.7534, 3.3905, -7.5994], [4.1200, 3.2725, -6.2312], [2.9996, 2.9872, -5.3929], [2.9799, 1.5180, -4.9792], [2.7010, 0.6701, -6.0944], [3.8694, 0.0252, -6.5839], [4.6677, 3.4317, -8.1953], [3.1592, 2.5367, -7.9330], [3.1927, 4.3174, -7.7556], [2.0610, 3.2696, -5.8822], [3.1104, 3.6035, -4.4951], [2.1710, 1.3682, -4.2559], [3.9204, 1.2341, -4.4948], [4.1943, -0.7425, -5.8752], [4.6815, 0.7362, -6.7605], [3.6203, -0.4588, -7.5311], [1.0582, 7.7905, 0.5737], [-0.0872, 7.5868, -0.2453], [-1.3023, 7.6156, 0.5057], [-2.0401, 8.9381, 0.3131], [-1.3297, 10.0192, 0.9163], [-0.6400, 10.8103, -0.0418], [1.9230, 7.9313, -0.0781], [0.9504, 8.6755, 1.2046], [1.2309, 6.9079, 1.1977], [-1.1121, 7.4232, 1.5672], [-1.9299, 6.8041, 0.1233], [-3.0103, 8.8751, 0.8175], [-2.2255, 9.1329, -0.7488], [-1.3571, 11.3952, -0.6257], [-0.0283, 10.1971, -0.7099], [0.0165, 11.4995, 0.4941], [-1.2081, -5.1924, 8.4244], [-0.7029, -4.1173, 9.2053], [-1.4247, -3.9484, 10.4261], [-0.6382, -4.4991, 11.6130], [-0.5432, -5.9220, 11.5547], [0.7356, -6.3577, 11.1134], [-0.5113, -5.3753, 7.6035], [-1.3017, -6.1086, 9.0116], [-2.1809, -4.9197, 8.0028], [-2.4157, -4.4110, 10.3636], [-1.5636, -2.8715, 10.5657], [-1.1769, -4.2542, 12.5347], [0.3548, -4.0405, 11.6723], [1.4792, -6.1790, 11.8958], [1.0391, -5.8560, 10.1900], [0.6827, -7.4320, 10.9228], [2.6962, -7.4515, -6.8239], [2.5060, -6.1681, -6.2437], [1.1234, -5.8533, -6.0650], [0.7076, -6.0048, -4.6041], [0.7230, -7.3745, -4.2007], [1.8638, -7.6905, -3.4147], [3.7591, -7.6966, -6.7691], [2.1338, -8.2221, -6.2919], [2.3960, -7.4320, -7.8764], [0.4933, -6.4669, -6.7183], [0.9958, -4.8073, -6.3596], [-0.3239, -5.6533, -4.4950], [1.3414, -5.3952, -3.9506], [1.7713, -7.2326, -2.4252], [2.7904, -7.3597, -3.8927], [1.9045, -8.7754, -3.2935]],
  "mulliken_charge": [0.050, -1.059, -0.075, 1.155, -0.361, -0.657, 0.995, -0.312, -0.732, -0.799, -0.029, -0.079, -0.951, 0.528, -0.696, -0.079, -0.754, -1.006, 0.814, -0.722, -0.390, -0.506, 0.395, 0.431, 0.395, 0.180, 0.490, 0.328, 0.093, 0.331, 0.259, 0.180, 0.302, 0.297, 0.230, 0.277, 0.342, 0.294, 0.279, 0.195, 0.316, 0.224, -0.400, -0.207, -0.813, -0.380, -0.691, -0.293, 0.390, -0.046, 0.264, 0.345, 0.430, 0.369, 0.338, 0.282, 0.244, -0.819, -0.362, -0.294, -0.378, -0.293, -0.817, 0.228, 0.347, 0.336, 0.325, 0.176, 0.332, 0.330, 0.322, 0.300, 0.231, -0.652, -0.385, -0.681, -0.093, -0.172, -0.935, 0.237, 0.242, 0.328, 0.361, 0.367, 0.023, 0.379, 0.339, 0.416, 0.237, -0.765, -0.369, -0.142, -0.744, -0.366, -0.680, 0.244, 0.341, 0.328, 0.361, 0.225, 0.389, 0.358, 0.325, 0.282, 0.239, -0.852, -0.288, -0.551, -0.521, -0.374, -0.685, 0.246, 0.442, 0.306, 0.362, 0.357, 0.370, 0.331, 0.327, 0.283, 0.242, -0.754, -0.383, -0.125, -0.346, -0.411, -0.725, 0.258, 0.316, 0.311, 0.317, 0.074, 0.254, 0.331, 0.322, 0.318, 0.247],
  "e_lumo_ev": -0.060,
  "gap_ev": 8.6,
  "smiles": "C#CC[C@](C#N)([C@@](C#N)(CSCC)B(O)N(C)C)P(=O)(O)O.COCCOC.COCCOC.COCCOC.COCCOC.COCCOC.COCCOC",
  "e_tot_ev": -96631.7832
}



No. 2
{
  "formula": "C36H80F16N12Na2O32S16",
  "method": "ωB97M-V with the def2-TZVPD basis set",
  "symbols": ["Na", "Na", "C", "C", "C", "N", "C", "C", "C", "C", "C", "C", "H", "H", "H", "H", "H", "H", "H", "H", "H", "H", "H", "H", "H", "H", "H", "H", "H", "H", "H", "H", "C", "C", "C", "N", "C", "C", "C", "C", "C", "C", "H", "H", "H", "H", "H", "H", "H", "H", "H", "H", "H", "H", "H", "H", "H", "H", "H", "H", "H", "H", "C", "C", "C", "N", "C", "C", "C", "C", "C", "C", "H", "H", "H", "H", "H", "H", "H", "H", "H", "H", "H", "H", "H", "H", "H", "H", "H", "H", "H", "H", "C", "C", "C", "N", "C", "C", "C", "C", "C", "C", "H", "H", "H", "H", "H", "H", "H", "H", "H", "H", "H", "H", "H", "H", "H", "H", "H", "H", "H", "H", "N", "S", "O", "O", "F", "S", "O", "O", "F", "N", "S", "O", "O", "F", "S", "O", "O", "F", "N", "S", "O", "O", "F", "S", "O", "O", "F", "N", "S", "O", "O", "F", "S", "O", "O", "F", "N", "S", "O", "O", "F", "S", "O", "O", "F", "N", "S", "O", "O", "F", "S", "O", "O", "F", "N", "S", "O", "O", "F", "S", "O", "O", "F", "N", "S", "O", "O", "F", "S", "O", "O", "F"],
  "xyz": [[-2.3876, -0.7266, -3.9139], [-0.9376, 1.2811, 3.9864], [-2.5705, -1.9154, 2.5244], [-2.0408, -0.8108, 1.6324], [-1.2728, -1.3544, 0.3410], [-0.5645, -0.1813, -0.3917], [0.0825, -0.7517, -1.6775], [1.1246, -1.7892, -1.3767], [2.2915, -1.0232, -0.7197], [1.8357, -0.3454, 0.6036], [0.5428, 0.4971, 0.4419], [-1.6131, 0.8970, -0.9019], [-1.8423, -2.5812, 2.9875], [-3.3520, -2.4835, 2.0199], [-3.1645, -1.3975, 3.2774], [-1.3595, -0.1485, 2.1666], [-2.8948, -0.2139, 1.3122], [-1.9603, -1.9513, -0.2581], [-0.5440, -2.0822, 0.6977], [-0.8078, -1.1991, -2.1194], [0.4829, 0.1131, -2.2064], [0.7800, -2.5757, -0.7053], [1.4055, -2.3677, -2.2567], [3.1856, -1.6414, -0.6389], [2.6836, -0.1873, -1.2990], [1.7198, -1.0670, 1.4122], [2.5643, 0.3407, 1.0356], [0.1394, 0.8580, 1.3880], [0.8192, 1.4598, 0.0119], [-1.0632, 1.5931, -1.5353], [-1.9154, 1.5106, -0.0533], [-2.3688, 0.4291, -1.5330], [3.8083, 3.7099, -0.4599], [3.9523, 4.3739, 0.9196], [3.7180, 5.8681, 1.0103], [3.9847, 6.5255, 2.3764], [3.4794, 8.0019, 2.3958], [4.4020, 8.8865, 1.5386], [5.8397, 9.0567, 1.9705], [6.4548, 7.6333, 1.9673], [5.5951, 6.5362, 2.6942], [3.2046, 5.8208, 3.5391], [3.1045, 4.3308, -1.0143], [3.4664, 2.6799, -0.5612], [4.7856, 3.6950, -0.9423], [4.9557, 4.0883, 1.2355], [3.1746, 3.7668, 1.3830], [2.6685, 6.1091, 0.8415], [4.4192, 6.4617, 0.4237], [2.5111, 7.9219, 1.9018], [3.3247, 8.3764, 3.4077], [4.3222, 8.4592, 0.5390], [3.9003, 9.8539, 1.5129], [6.3031, 9.7635, 1.2822], [5.9206, 9.5160, 2.9557], [6.5232, 7.2036, 0.9679], [7.5140, 7.5183, 2.1972], [5.8450, 5.4793, 2.6017], [5.6298, 6.9300, 3.7101], [3.7071, 4.8831, 3.7760], [2.1501, 5.6395, 3.3311], [3.2972, 6.5448, 4.3486], [7.8152, -8.3497, -3.5886], [6.4504, -8.1234, -4.3367], [5.8559, -6.6734, -4.1929], [4.3504, -6.5695, -4.8394], [3.2220, -7.2476, -3.9074], [1.8327, -6.7745, -4.2883], [1.7652, -5.2407, -4.3335], [2.6625, -4.6841, -5.4111], [4.1863, -5.0904, -5.2406], [4.1873, -7.3591, -6.1674], [8.5670, -7.5615, -3.6285], [8.1850, -9.2883, -4.0013], [7.5584, -8.4872, -2.5382], [5.9096, -8.9757, -3.9255], [6.6459, -8.3324, -5.3885], [6.5282, -6.0662, -4.7991], [5.5828, -6.2860, -3.2113], [3.4815, -6.8064, -2.9451], [3.2605, -8.3353, -3.8474], [1.1183, -7.1025, -3.5332], [1.5906, -7.1627, -5.2777], [2.0322, -4.8517, -3.3509], [0.7013, -5.0460, -4.4685], [2.5860, -3.6159, -5.6138], [2.4283, -5.1797, -6.3532], [4.6859, -4.6495, -4.3780], [4.6983, -4.7895, -6.1546], [3.2091, -7.2532, -6.6364], [4.4303, -8.4117, -6.0216], [4.8863, -6.8971, -6.8646], [-6.4294, 0.1926, 0.9165], [-7.6396, 1.1251, 1.0041], [-7.9025, 1.6179, 2.4987], [-8.6900, 2.9178, 2.6466], [-8.9637, 3.0658, 4.1158], [-7.6914, 3.3602, 4.9229], [-6.8168, 4.5466, 4.4388], [-6.6614, 4.5173, 2.8694], [-7.9331, 4.1966, 2.1289], [-10.0312, 2.9023, 1.8610], [-5.4253, 0.6085, 0.8327], [-6.6049, -0.4150, 0.0288], [-6.3718, -0.4559, 1.7907], [-8.4606, 0.6580, 0.4601], [-7.2526, 2.0087, 0.4967], [-6.9755, 1.7479, 3.0572], [-8.5739, 0.8411, 2.8646], [-9.3860, 2.1419, 4.5110], [-9.6664, 3.8812, 4.2872], [-7.1546, 2.4258, 5.0867], [-7.9776, 3.5226, 5.9621], [-5.9118, 4.6772, 5.0322], [-7.3400, 5.4634, 4.7103], [-5.8815, 3.8215, 2.5600], [-6.1885, 5.4628, 2.6038], [-7.8454, 4.2650, 1.0446], [-8.5327, 5.0338, 2.4863], [-9.7090, 2.7530, 0.8304], [-10.3573, 3.9332, 1.9991], [-10.7049, 2.1229, 2.2170], [1.5140, -6.8922, 1.3590], [0.4864, -5.6348, 1.8085], [-0.9079, -5.5734, 1.3945], [1.0551, -4.2875, 2.0123], [0.3707, -6.1578, 3.3353], [1.4663, -6.4218, -0.0615], [1.8085, -5.0543, -0.4561], [0.5690, -7.1695, -0.9792], [2.8622, -7.2433, -0.5680], [-2.7144, 0.6034, 5.2685], [-2.3277, 0.4712, 6.8887], [-2.1819, -0.8707, 7.3705], [-2.9562, 1.3622, 7.8668], [-0.7860, 1.0301, 6.7157], [-4.1968, 0.5986, 5.4856], [-4.7832, 1.9266, 5.6023], [-4.8210, -0.5332, 6.1791], [-4.7283, 0.3338, 3.9343], [-2.8054, -2.6991, -2.7369], [-4.2453, -3.2220, -2.0369], [-4.1777, -3.8828, -0.7659], [-5.2815, -3.7504, -2.8978], [-4.8027, -1.7542, -1.6104], [-2.0673, -4.0228, -2.7270], [-2.5764, -5.2128, -3.3801], [-1.3485, -4.1506, -1.4942], [-0.8222, -3.5347, -3.7284], [1.3399, 0.8571, 4.3116], [2.7529, 1.8073, 4.5991], [3.7434, 1.9400, 3.5511], [3.1984, 2.0900, 5.9614], [1.9531, 3.2269, 4.3926], [2.0427, -0.3958, 4.6793], [1.7464, -0.9665, 5.9886], [3.2944, -0.8293, 4.0112], [1.1272, -1.1733, 3.7060], [-1.4303, 3.1984, 2.1815], [-0.7090, 4.1542, 1.4419], [-0.4532, 5.4123, 2.0514], [-0.6624, 4.0423, 0.0176], [0.7356, 3.4394, 1.7184], [-2.8922, 3.9003, 1.7044], [-3.3951, 3.6237, 0.3605], [-3.3543, 5.1230, 2.4212], [-3.7532, 2.8488, 2.6178], [7.0595, -3.6616, -0.6149], [6.7848, -2.7133, -1.6981], [6.0523, -3.1401, -2.9122], [7.6346, -1.5348, -1.7619], [5.5798, -2.0151, -0.7658], [8.3742, -4.3739, -1.2989], [9.5525, -3.5303, -1.6680], [8.1779, -5.5462, -2.1124], [8.8895, -5.0310, 0.0213], [-0.0942, 0.0673, -4.6720], [0.8280, -0.5523, -5.6571], [2.0439, -1.1438, -5.0801], [0.9516, 0.0837, -6.9763], [-0.0338, -1.8712, -5.8419], [0.9050, 1.4939, -4.5555], [0.7532, 2.4573, -5.6700], [2.2472, 1.4377, -3.9841], [0.0726, 2.1711, -3.3544], [-4.3787, 0.5077, -4.0698], [-4.4607, 1.9714, -3.7232], [-5.2322, 2.3629, -2.5380], [-4.5970, 2.7688, -4.9588], [-2.9830, 2.2223, -3.2142], [-6.0326, 0.1325, -4.1896], [-6.8334, 0.9032, -5.2035], [-6.6921, -0.3691, -2.9975], [-5.7489, -1.2022, -5.1209]],
  "mulliken_charge": [1.306, 1.442, -1.559, 2.120, 0.989, 0.927, 1.233, 0.041, -1.329, -0.817, 1.081, 0.528, 0.283, 0.331, 0.250, -1.057, -0.283, -0.756, -0.210, -1.392, 0.527, 0.003, 0.141, 0.708, 0.333, 0.017, 0.679, -0.994, 0.287, 0.163, -0.377, -0.285, -1.661, 0.693, -0.586, 0.212, -0.456, -0.639, -0.683, -0.858, -0.677, -1.100, 0.417, 0.187, 0.420, 0.195, -0.448, 0.472, 0.325, 0.321, 0.429, 0.307, 0.444, 0.394, 0.301, 0.371, 0.465, 0.509, 0.401, 0.390, 0.289, 0.449, -1.324, -0.620, -0.187, 0.629, -0.648, -1.286, 0.804, -0.575, -0.730, -1.255, 0.347, 0.404, 0.314, 0.285, 0.333, 0.247, 0.428, 0.419, 0.296, 0.636, 0.393, -0.221, -0.168, 0.222, 0.308, 0.460, 0.316, 0.455, 0.332, 0.406, -1.181, -0.397, -0.432, 0.401, -0.728, -0.306, -0.992, 0.276, -1.043, -1.035, 0.048, 0.433, 0.321, 0.411, 0.273, 0.078, 0.245, 0.391, 0.417, 0.078, 0.513, 0.418, 0.367, -0.615, 0.743, 0.614, 0.445, 0.372, 0.452, 0.307, -0.552, 1.253, -0.585, -0.478, -0.335, 1.061, -0.207, -0.680, -0.447, -0.115, 0.889, -0.563, -0.576, -0.225, 0.726, -0.610, -0.632, -0.215, -0.017, 0.764, -0.622, -0.595, -0.053, 0.598, -0.567, -0.421, -0.228, 0.094, 0.916, -0.536, -0.657, -0.342, 0.742, -0.676, -0.601, -0.165, 0.601, 0.438, -0.653, -0.527, -0.178, 0.608, -0.489, -0.594, -0.151, -0.140, 0.826, -0.481, -0.584, -0.266, 0.869, -0.596, -0.443, -0.282, 0.102, 0.839, -0.507, -0.655, -0.280, 0.705, -0.614, -0.569, -0.190, -0.242, 0.909, -0.559, -0.644, -0.187, 0.831, -0.593, -0.458, -0.300],
  "e_lumo_ev": 2.014,
  "gap_ev": 7.7,
  "e_tot_ev": -347693.2782,
  "total_charge": -2
}